Entry 1:
This record from the Open Molecules 2025 dataset describes a 12-piece molecular cluster, C36H103N7O15 overall at a distorted geometry. The level of theory is wB97M-V/def2-TZVPD.

```
161
Properties=species:S:1:pos:R:3
C 6.083 3.139 0.749
C 4.963 2.602 1.578
O 4.788 1.240 1.215
O 7.288 2.421 0.987
H 6.209 4.231 0.883
H 5.698 3.013 -0.275
H 4.095 3.246 1.377
H 5.276 2.697 2.612
H 3.943 1.179 0.756
H 7.070 1.488 1.055
C -3.003 -3.066 1.517
C -4.088 -3.813 2.277
O -4.586 -3.136 3.378
O -3.594 -1.885 0.913
H -2.492 -3.668 0.765
H -2.359 -2.720 2.299
H -3.732 -4.804 2.595
H -4.862 -4.001 1.506
H -5.203 -2.448 3.189
H -4.197 -2.229 0.223
C 1.536 -3.164 -4.123
C 0.051 -2.772 -4.064
O -0.577 -4.064 -4.079
O 2.373 -1.992 -3.930
H 1.726 -3.654 -5.078
H 1.694 -3.880 -3.321
H -0.104 -2.212 -4.999
H 0.012 -2.075 -3.223
H -1.526 -4.030 -4.230
H 3.348 -2.162 -4.036
C 2.527 7.267 1.405
C 1.135 6.674 1.183
C 1.167 5.125 1.109
O 2.215 4.683 0.260
C 1.941 4.761 -1.122
N 0.133 7.046 2.260
H 2.484 8.364 1.477
H 3.192 6.982 0.595
H 2.977 6.910 2.327
H 0.713 7.048 0.293
H 0.178 4.743 0.790
H 1.493 4.864 2.118
H 1.991 5.781 -1.506
H 0.993 4.259 -1.405
H 2.786 4.276 -1.598
H -0.144 7.957 1.904
H 0.637 7.250 3.108
C -2.968 -5.598 -6.394
C -3.915 -6.152 -5.348
C -3.324 -6.048 -3.915
O -3.434 -4.616 -3.576
C -3.102 -4.424 -2.249
N -5.214 -5.541 -5.432
H -3.232 -5.880 -7.397
H -1.917 -5.804 -6.133
H -3.064 -4.500 -6.400
H -3.996 -7.235 -5.459
H -2.273 -6.392 -3.814
H -4.016 -6.591 -3.177
H -3.334 -3.371 -2.018
H -2.052 -4.560 -2.020
H -3.732 -5.054 -1.586
H -5.124 -4.552 -5.329
H -5.861 -5.826 -4.697
C -4.946 3.696 1.883
C -4.782 2.693 3.020
C -3.551 3.166 3.832
O -2.340 3.043 3.176
C -1.290 3.698 3.874
N -5.905 2.596 3.969
H -5.602 3.383 1.083
H -3.993 3.918 1.381
H -5.374 4.632 2.220
H -4.487 1.697 2.643
H -3.529 2.634 4.817
H -3.787 4.233 4.135
H -1.237 3.186 4.837
H -1.544 4.768 3.893
H -0.417 3.590 3.265
H -6.619 1.977 3.606
H -6.350 3.492 4.122
C -3.043 -0.187 -2.412
C -3.908 0.566 -1.410
C -3.091 1.458 -0.515
O -2.287 2.320 -1.274
C -2.217 3.690 -0.746
N -4.884 1.299 -2.257
H -2.347 -0.851 -1.848
H -2.456 0.513 -2.981
H -3.629 -0.746 -3.113
H -4.445 -0.035 -0.701
H -2.411 0.917 0.193
H -3.778 2.063 0.107
H -1.710 4.144 -1.610
H -1.608 3.687 0.169
H -3.244 4.074 -0.610
H -5.644 1.788 -1.813
H -4.362 2.037 -2.707
C 3.304 -1.782 5.778
C 3.591 -1.621 4.293
C 2.423 -1.934 3.504
O 1.924 -3.187 3.812
C 0.756 -3.537 3.074
N 4.194 -0.359 3.981
H 2.557 -1.094 6.194
H 4.283 -1.614 6.278
H 2.874 -2.757 5.984
H 4.384 -2.373 4.062
H 2.707 -1.841 2.439
H 1.627 -1.209 3.687
H 0.031 -2.753 3.257
H 0.401 -4.475 3.498
H 0.935 -3.659 1.983
H 3.565 0.407 4.267
H 4.435 -0.219 2.990
C 0.500 1.727 1.011
C 1.198 0.383 0.792
C 0.208 -0.685 0.297
O 0.936 -1.892 0.098
C 0.148 -2.983 -0.337
N 2.283 0.566 -0.222
H -0.520 1.606 1.428
H 0.338 2.196 0.048
H 1.148 2.383 1.573
H 1.603 -0.029 1.718
H -0.298 -0.376 -0.673
H -0.540 -0.904 1.065
H 0.784 -3.691 -0.813
H -0.674 -2.609 -0.969
H -0.320 -3.503 0.532
H 2.482 -0.325 -0.672
H 1.867 1.057 -1.022
C 5.374 -0.026 -3.656
C 5.635 -1.428 -2.956
C 4.888 -1.359 -1.654
O 4.904 -2.531 -0.928
C 4.156 -2.430 0.259
N 5.067 -2.467 -3.833
H 5.844 0.776 -3.057
H 4.294 0.110 -3.762
H 5.915 -0.060 -4.567
H 6.718 -1.552 -2.813
H 3.835 -1.029 -1.820
H 5.282 -0.584 -0.967
H 4.246 -3.416 0.776
H 3.089 -2.294 0.064
H 4.558 -1.641 0.895
H 5.135 -3.376 -3.379
H 5.544 -2.534 -4.726
C -2.067 -0.189 4.351
O -1.575 0.299 3.117
H -1.607 -1.193 4.347
H -2.033 0.401 5.250
H -3.156 -0.350 4.225
H -1.795 1.237 3.003
C 0.469 1.263 -3.627
O 0.266 1.782 -2.314
H 1.494 0.900 -3.740
H -0.114 0.391 -3.956
H 0.308 2.069 -4.345
H -0.680 1.851 -2.123
```

## Properties
Kohn-Sham gap: 9.0 eV
2S+1: 1
ΔE to the lowest compared entry with this formula, charge and spin: 0.00 kcal/mol
SMILES: COC[C@H](C)N.COC[C@H](C)N.COC[C@H](C)N.COC[C@H](C)N.COC[C@H](C)N.COC[C@H](C)N.COC[C@H](C)N.OCCO.OCCO.OCCO.CO.CO

Mulliken atomic charge list, values in e, 99 entries:
1 C -0.47
2 C 0.14
3 O -0.12
4 O -0.62
5 H 0.35
6 H 0.17
7 H -0.13
8 H 0.30
9 H 0.07
10 H 0.32
11 C 0.56
12 C -0.63
13 O -0.52
14 O -0.29
15 H -0.06
16 H -0.31
17 H 0.38
18 H 0.34
19 H 0.30
20 H 0.23
21 C -0.75
22 C 0.49
23 O -0.52
24 O -0.35
25 H 0.41
26 H 0.27
27 H 0.48
28 H -0.42
29 H 0.16
30 H 0.31
31 C -1.50
32 C 0.03
33 C 0.57
34 O 0.05
35 C -0.86
36 N -0.60
37 H 0.41
38 H 0.32
39 H 0.33
40 H 0.51
41 H -0.70
42 H 0.16
43 H 0.37
44 H 0.20
45 H 0.26
46 H 0.28
47 H 0.28
48 C -1.20
49 C 0.27
50 C -0.58
51 O -0.33
52 C -0.69
53 N -0.72
54 H 0.36
55 H 0.28
56 H 0.25
57 H 0.36
58 H 0.23
59 H 0.42
60 H 0.03
61 H 0.39
62 H 0.40
63 H 0.30
64 H 0.30
65 C -1.20
66 C 1.01
67 C -1.21
68 O 0.18
69 C -0.49
70 N -0.71
71 H 0.37
72 H -0.14
73 H 0.49
74 H -0.08
75 H 0.31
76 H 0.48
77 H 0.33
78 H 0.38
79 H -0.17
80 H 0.28
81 H 0.27
82 C -0.58
83 C -0.22
84 C 1.57
85 O -0.57
86 C -0.65
87 N -0.75
88 H -0.31
89 H 0.24
90 H 0.45
91 H 0.34
92 H -0.26
93 H -0.66
94 H 0.28
95 H -0.06
96 H 0.43
97 H 0.27
98 H 0.31
99 C -1.50



Entry 2:
This record from the Open Molecules 2025 dataset describes C35H85BrInO14S2 as an isolated structure at a distorted geometry. The level of theory is wB97M-V/def2-TZVPD.

```
138
Properties=species:S:1:pos:R:3
C -1.437 2.447 2.688
C 0.013 2.673 3.163
C 0.589 4.059 2.836
C 0.462 4.538 1.383
C 1.476 3.908 0.416
C 1.082 2.547 -0.208
C 0.482 2.674 -1.621
C -1.052 2.499 -1.708
In -1.749 0.406 -1.689
C -2.984 0.029 -3.542
C -2.341 0.329 -4.820
O -2.819 0.769 -5.809
Br -0.377 0.078 -4.889
S -3.272 -0.052 0.250
C -2.167 -1.001 1.301
C -1.992 -2.443 0.922
O -2.777 -3.139 0.370
O -0.803 -2.965 1.360
C 0.164 -3.102 0.306
C 1.477 -3.443 0.997
C 1.353 -4.638 1.940
O 2.515 -3.758 0.053
C 2.268 -3.652 -1.279
O 2.099 -4.621 -1.938
C 2.394 -2.248 -1.840
S 1.395 -1.932 -3.300
H -1.503 1.858 1.770
H -2.035 1.949 3.453
H -1.922 3.404 2.462
H 0.022 2.559 4.251
H 0.666 1.899 2.750
H 1.666 4.026 3.044
H 0.177 4.809 3.515
H -0.547 4.408 0.981
H 0.650 5.618 1.397
H 2.442 3.826 0.929
H 1.624 4.603 -0.418
H 1.983 1.921 -0.259
H 0.373 2.029 0.444
H 0.746 3.661 -2.019
H 0.946 1.941 -2.289
H -1.385 2.915 -2.669
H -1.557 3.075 -0.924
H -0.479 -0.821 -1.598
H -3.894 0.630 -3.485
H -3.249 -1.033 -3.493
H -2.595 -1.019 2.312
H -1.180 -0.544 1.396
H 0.220 -2.152 -0.238
H -0.163 -3.899 -0.373
H 1.762 -2.553 1.574
H 0.776 -4.391 2.824
H 0.908 -5.479 1.399
H 2.359 -4.953 2.229
H 3.428 -2.157 -2.194
H 2.256 -1.500 -1.061
H 0.224 -1.625 -2.715
C 1.026 8.980 4.459
C 2.031 7.841 4.474
O 1.888 6.991 3.339
H 0.009 8.588 4.421
H 1.129 9.604 5.349
H 1.171 9.612 3.580
H 1.876 7.206 5.343
H 3.050 8.230 4.527
H 2.038 7.518 2.548
C -5.334 3.078 -4.220
C -4.537 4.122 -4.982
O -3.181 3.741 -5.156
H -4.880 2.895 -3.245
H -6.366 3.402 -4.072
H -5.343 2.133 -4.766
H -4.515 5.063 -4.430
H -5.002 4.316 -5.956
H -3.171 2.913 -5.651
C -2.616 -6.129 -2.085
C -3.580 -7.096 -1.428
O -3.193 -7.411 -0.092
H -1.608 -6.545 -2.092
H -2.912 -5.906 -3.112
H -2.584 -5.188 -1.530
H -3.605 -8.045 -1.966
H -4.594 -6.679 -1.426
H -3.165 -6.582 0.398
C -4.532 -7.096 -5.928
C -5.537 -6.670 -4.873
O -5.751 -5.264 -4.881
H -3.584 -6.580 -5.775
H -4.354 -8.173 -5.893
H -4.891 -6.842 -6.929
H -5.166 -6.913 -3.879
H -6.490 -7.192 -5.015
H -6.087 -5.013 -5.746
C 4.952 -3.111 -7.229
C 4.935 -2.872 -5.730
O 3.778 -2.166 -5.305
H 4.891 -2.163 -7.764
H 5.862 -3.629 -7.536
H 4.096 -3.719 -7.530
H 5.784 -2.254 -5.435
H 5.011 -3.825 -5.195
H 3.000 -2.691 -5.522
C -0.827 6.717 -4.558
C 0.440 5.887 -4.463
O 0.648 5.356 -3.160
H -0.798 7.538 -3.839
H -0.951 7.131 -5.560
H -1.700 6.100 -4.334
H 1.314 6.502 -4.674
H 0.415 5.073 -5.195
H -0.091 4.772 -2.953
C -0.175 -8.959 4.318
C 0.847 -8.333 3.389
O 1.358 -7.103 3.894
H -1.002 -8.269 4.489
H -0.574 -9.883 3.896
H 0.274 -9.192 5.287
H 0.391 -8.090 2.431
H 1.671 -9.031 3.202
H 1.782 -7.278 4.739
C 2.706 -1.994 6.399
C 2.383 -0.548 6.070
O 1.372 -0.417 5.079
H 3.024 -2.526 5.504
H 3.501 -2.057 7.144
H 1.826 -2.506 6.795
H 3.260 -0.046 5.663
H 2.084 -0.013 6.979
H 0.568 -0.831 5.405
C 4.685 6.420 9.053
C 3.911 6.325 7.751
O 4.234 7.379 6.848
H 4.495 7.378 9.538
H 4.400 5.619 9.737
H 5.759 6.344 8.870
H 2.842 6.413 7.936
H 4.089 5.357 7.272
H 5.173 7.319 6.646
```

## Properties
Kohn-Sham gap: 7.0 eV
2S+1: 1
ΔE to the lowest compared entry with this formula, charge and spin: 0.00 kcal/mol
charge: -1

Mulliken atomic charge list, values in e, 99 entries:
1 C -0.95
2 C -0.26
3 C -0.89
4 C -0.25
5 C -1.01
6 C 0.39
7 C -0.40
8 C -0.47
9 In 0.83
10 C -0.73
11 C 0.67
12 O -0.68
13 Br -0.24
14 S -0.30
15 C -0.31
16 C 0.21
17 O -0.55
18 O -0.29
19 C -0.01
20 C 0.60
21 C -1.61
22 O -0.39
23 C 0.53
24 O -0.57
25 C -0.25
26 S 0.13
27 H 0.01
28 H 0.34
29 H 0.35
30 H 0.43
31 H 0.30
32 H 0.33
33 H 0.29
34 H 0.06
35 H 0.30
36 H 0.46
37 H 0.35
38 H 0.30
39 H -0.51
40 H 0.12
41 H 0.17
42 H 0.27
43 H 0.21
44 H -0.42
45 H 0.06
46 H 0.41
47 H 0.33
48 H 0.22
49 H -0.36
50 H 0.34
51 H 0.10
52 H 0.39
53 H 0.27
54 H 0.44
55 H 0.34
56 H 0.27
57 H -0.37
58 C -1.14
59 C -0.02
60 O -0.41
61 H 0.29
62 H 0.36
63 H 0.33
64 H 0.12
65 H 0.24
66 H 0.23
67 C -0.95
68 C -0.23
69 O -0.38
70 H 0.17
71 H 0.42
72 H 0.28
73 H 0.29
74 H 0.27
75 H 0.20
76 C -0.46
77 C -0.31
78 O -0.54
79 H 0.28
80 H 0.18
81 H 0.02
82 H 0.29
83 H 0.24
84 H 0.31
85 C -1.02
86 C -0.05
87 O -0.50
88 H 0.27
89 H 0.31
90 H 0.37
91 H 0.01
92 H 0.32
93 H 0.29
94 C -1.08
95 C -0.27
96 O -0.44
97 H 0.26
98 H 0.35
99 H 0.33



no.,electronic energy (eV)
1,-80139.283
2,-163223.980